Entry 1:
{"formula": "C3H6O5Pb", "method": "the ωB97M-V functional and the def2-TZVPD basis", "symbols": ["C", "C", "O", "C", "O", "O", "O", "Pb", "H", "H", "H", "H", "H", "O", "H"], "positions_angstrom": [[1.5340, 2.2942, 0.0999], [0.5534, 1.2221, 0.5575], [-0.3433, 0.9325, -0.5323], [-1.2359, -0.0051, -0.3724], [-1.3271, -0.6791, 0.7000], [-1.9927, -0.2960, -1.3503], [2.3936, 2.6386, 1.1305], [-2.9631, -1.7797, -0.1773], [0.9573, 3.1781, -0.2292], [2.0722, 1.9151, -0.7933], [-0.0323, 1.5755, 1.4170], [1.0870, 0.3043, 0.8382], [3.4316, 2.0349, 1.1704], [5.1279, 1.2381, 1.4054], [5.0024, 0.4624, 1.9570]], "gap_ha": [0.37956, 0.09630], "homo_energy_ha": [-0.3786, -0.2204], "energy_ha": -686.81799, "multiplicity": 1}



Entry 2:
{"formula": "C2H6BrP", "method": "the ωB97M-V functional and the def2-TZVPD basis", "symbols": ["C", "P", "H", "H", "H", "C", "Br", "H", "H", "H"], "positions_angstrom": [[1.8443, 0.2465, 0.9494], [2.9294, -0.4764, -0.0710], [2.1327, 0.9969, 1.5737], [0.7324, -0.0453, 0.9791], [2.0825, -1.3461, -0.7293], [-1.7704, 0.1558, -0.5834], [-3.7058, -0.2609, -0.4729], [-1.1977, -0.6795, -0.9569], [-1.4601, 0.3387, 0.5173], [-1.5873, 1.0704, -1.2061]], "gap_ha": 0.37497, "homo_energy_ha": -0.3727, "smiles": "C=P.CBr", "relative_energy_kcal_mol": 58.1, "energy_ha": -2995.09288, "multiplicity": 1}



Entry 3:
{"formula": "C38H30BrCeF5NOP2", "method": "the ωB97M-V functional and the def2-TZVPD basis", "symbols": ["Ce", "C", "C", "C", "C", "C", "Br", "N", "C", "H", "H", "H", "H", "H", "H", "C", "C", "P", "C", "C", "C", "C", "C", "C", "C", "C", "C", "C", "C", "C", "P", "C", "C", "C", "C", "C", "C", "C", "C", "C", "C", "C", "C", "H", "H", "H", "H", "H", "H", "H", "H", "H", "H", "H", "H", "H", "H", "H", "H", "H", "H", "H", "H", "H", "H", "H", "H", "F", "C", "C", "F", "C", "F", "C", "O", "C", "F", "C", "F"], "positions_angstrom": [[0.7820, -0.2015, 0.9389], [-0.1169, -6.1761, 1.9417], [-0.6487, -4.7646, 1.8800], [-1.9333, -4.4279, 2.2878], [-2.3952, -3.1210, 2.1920], [-1.5149, -2.2057, 1.6853], [-2.1047, -0.4190, 1.3809], [-0.2748, -2.4673, 1.3133], [0.1477, -3.7369, 1.4083], [-0.9128, -6.8870, 2.1551], [0.6358, -6.2765, 2.7253], [0.3457, -6.4610, 0.9958], [-2.5949, -5.1950, 2.6760], [-3.3967, -2.8372, 2.4822], [1.1608, -3.9257, 1.0771], [0.8840, -0.5759, -1.5895], [2.2616, -0.3789, -2.1950], [3.2822, 0.4237, -0.8428], [4.9828, 0.3752, -1.4820], [5.2754, -0.0807, -2.7629], [6.5960, -0.1092, -3.2027], [7.6181, 0.3140, -2.3675], [7.3266, 0.7835, -1.0905], [6.0125, 0.8233, -0.6516], [3.3784, -0.9412, 0.4377], [3.5522, -2.2825, 0.1148], [3.7147, -3.2336, 1.1172], [3.6780, -2.8569, 2.4547], [3.5063, -1.5199, 2.7949], [3.3660, -0.5714, 1.7950], [-0.7993, -0.8807, -2.3910], [-0.4566, -0.2186, -4.0497], [-0.2520, -1.0081, -5.1785], [0.0312, -0.4111, -6.4033], [0.1179, 0.9702, -6.5060], [-0.0969, 1.7650, -5.3845], [-0.3939, 1.1728, -4.1648], [-0.7217, -2.6928, -2.4886], [0.3997, -3.4147, -2.9179], [0.4068, -4.8026, -2.8745], [-0.7124, -5.4876, -2.4070], [-1.8338, -4.7849, -1.9893], [-1.8360, -3.3923, -2.0261], [0.6854, 0.3988, -1.1063], [0.9640, -1.3827, -0.8695], [2.2066, 0.3229, -3.0299], [2.6980, -1.3096, -2.5513], [4.4908, -0.4019, -3.4372], [6.8213, -0.4590, -4.2025], [8.6444, 0.2884, -2.7135], [8.1236, 1.1291, -0.4437], [5.7941, 1.2097, 0.3389], [3.6079, -2.5844, -0.9266], [3.8880, -4.2701, 0.8501], [3.8072, -3.5996, 3.2329], [3.5051, -1.2131, 3.8326], [3.3451, 0.4794, 2.0657], [-0.3242, -2.0884, -5.1153], [0.1800, -1.0287, -7.2803], [0.3375, 1.4304, -7.4618], [-0.0521, 2.8443, -5.4667], [-0.5997, 1.8044, -3.3029], [1.2631, -2.8923, -3.3170], [1.2717, -5.3536, -3.2251], [-0.7143, -6.5718, -2.3912], [-2.7123, -5.3183, -1.6476], [-2.7158, -2.8444, -1.7020], [0.4779, 6.1089, 2.9456], [0.5071, 4.7882, 2.9196], [0.3316, 4.1105, 1.7302], [0.1296, 4.7561, 0.5910], [0.3658, 2.7362, 1.7655], [0.1820, 2.0443, 0.5618], [0.5771, 1.9771, 2.8991], [0.6336, 0.6136, 2.8324], [0.7550, 2.6866, 4.0704], [0.9726, 2.0298, 5.2052], [0.7170, 4.0708, 4.0840], [0.8902, 4.7189, 5.2220]], "gap_ha": [0.28045, 0.28335], "homo_energy_ha": [-0.5003, -0.5004], "s2": 0.7509, "energy_ha": -5826.70075, "multiplicity": 2, "total_charge": 2}



Entry 4:
{"formula": "C4H8N2S", "method": "the ωB97M-V functional and the def2-TZVPD basis", "symbols": ["H", "N", "C", "S", "C", "N", "C", "C", "H", "H", "H", "H", "H", "H", "H"], "positions_angstrom": [[-0.7003, -1.8403, 1.7270], [0.1168, -1.2956, 1.5402], [-0.0170, -0.5911, 0.5007], [-1.5384, -0.4779, -0.4249], [-1.0164, 0.2652, -1.9814], [1.0565, 0.1701, -0.0222], [2.0837, 0.5902, 0.8938], [1.1329, 1.5779, 0.3195], [-0.7444, 1.3237, -1.8336], [-0.2004, -0.2749, -2.4125], [-1.9012, 0.2015, -2.6163], [1.9481, 0.3012, 1.9174], [3.1125, 0.5266, 0.4826], [0.3627, 1.9856, 0.9775], [1.4254, 2.2480, -0.4653]], "gap_ha": 0.36134, "homo_energy_ha": -0.3305, "smiles": "[H]/N=C(\\SC)N1CC1", "relative_energy_kcal_mol": 44.8, "energy_ha": -664.86139, "multiplicity": 1}